# 1
ORCA calculation (ωB97M-V with the def2-TZVPD basis set) on a cluster of 2 separate species, C10H16 in total.

Geometry as XYZ:
```
26
Properties=species:S:1:pos:R:3:forces:R:3:lowdin_charge:R:1
C 0.280 1.811 1.569 -1.4003 0.1777 3.2817 -0.0794
C 1.266 0.829 1.116 1.0145 0.1667 -2.5180 -0.2703
C 1.872 0.930 -0.205 -2.0095 4.3171 1.0729 -0.0605
C 2.503 -0.076 -0.852 0.6464 -1.4985 1.6811 -0.1147
C 2.584 -1.291 -0.158 -2.6775 4.9567 3.4231 -0.0434
C 2.064 -1.297 1.196 2.8582 -4.2324 -2.5339 -0.0915
C 1.497 -0.313 1.886 -1.4646 2.7650 -0.7500 -0.0722
H 0.232 2.828 1.283 0.6272 0.9054 -1.0753 0.0632
H 0.290 1.897 2.693 0.5636 -0.0684 -0.6772 0.0966
H -0.756 1.465 1.524 0.0045 -0.3465 -0.8063 0.0587
H 1.744 1.996 -0.731 0.2506 -2.4901 1.1416 0.1492
H 3.050 0.032 -1.748 -0.0166 0.2752 -1.1479 0.0929
H 2.752 -2.080 -0.726 1.4551 -4.0341 -1.6207 0.0462
H 2.258 -2.247 1.662 -0.3155 -0.3770 0.4221 0.0956
H 1.014 -0.352 2.856 0.4443 -0.4456 0.0883 0.1212
C -2.408 -0.637 0.162 0.5638 -5.5764 1.5874 -0.1610
C -2.514 0.096 -1.149 0.8206 1.8275 1.1231 -0.3332
C -1.404 -0.296 -2.124 -3.0554 0.6137 -3.6760 -0.1243
H -1.752 -0.313 1.053 -1.2482 0.1691 -1.6796 0.0628
H -3.394 -1.105 0.536 1.2033 1.4794 -0.2195 0.0755
H -1.893 -1.753 -0.047 -0.9255 2.7013 0.2620 0.1172
H -2.439 1.159 -0.861 0.2932 -0.0479 -0.3923 0.0932
H -3.546 0.077 -1.526 0.5054 -0.6209 -0.3771 0.1015
H -0.476 -0.579 -1.861 3.1851 -0.5595 2.5917 -0.0064
H -1.123 0.476 -2.931 -1.1382 -0.9717 0.9259 0.0979
H -1.703 -1.259 -2.620 -0.1844 0.9141 -0.1269 0.0854
```
Forces are in eV/Å.

Total charge ... 0
SMILES string ... Cc1ccccc1.CCC
Energy ... -10626.7764 eV

=====

# 2
ORCA calculation (ωB97M-V with the def2-TZVPD basis set) on a cluster of 2 separate species, C10H16 in total.

Geometry as XYZ:
```
26
Properties=species:S:1:pos:R:3:forces:R:3:lowdin_charge:R:1
C 2.414 0.302 1.326 -1.1988 0.4276 0.4173 -0.0554
C 1.856 0.775 0.005 0.3324 -0.9452 -0.0041 -0.3053
C 0.795 1.652 -0.072 -0.3809 0.5143 -0.3204 -0.0792
C 0.416 2.235 -1.294 0.5775 -0.2780 1.2284 -0.0781
C 1.084 1.839 -2.429 -0.2392 -0.6117 -0.6633 -0.1050
C 2.008 0.792 -2.397 -0.1418 0.4042 0.5167 -0.0846
C 2.399 0.257 -1.177 0.6337 1.1973 -0.3321 -0.0536
H 3.396 0.718 1.543 0.2335 -0.3939 -0.2447 0.0805
H 2.343 -0.782 1.380 0.5815 -0.1217 0.0341 0.0777
H 1.778 0.663 2.144 0.0190 0.0126 -0.1330 0.0736
H 0.243 1.904 0.830 0.2323 0.2019 -0.0013 0.1096
H -0.301 3.042 -1.244 -0.1781 -0.0874 -0.4143 0.1011
H 0.860 2.255 -3.394 -0.1722 0.3272 -0.2025 0.0939
H 2.471 0.485 -3.321 0.1086 -0.1448 -0.0777 0.0972
H 3.316 -0.326 -1.156 -0.3728 -0.4365 0.1696 0.1127
C -1.112 -1.157 0.393 0.4103 0.5655 -1.0213 -0.1275
C -2.200 -1.991 1.061 1.3394 0.0197 0.4299 -0.3043
C -3.581 -1.340 1.107 0.1161 -0.1593 0.8434 -0.1113
H -1.543 -0.503 -0.355 -0.2332 0.0964 -0.4270 0.0624
H -0.539 -0.459 0.992 -0.2670 -0.0101 0.8121 0.0434
H -0.317 -1.689 -0.141 -0.3079 -0.4542 0.1334 0.0745
H -2.175 -2.988 0.631 -0.4639 -0.0316 -0.3798 0.0929
H -1.822 -2.175 2.066 -0.3031 -0.0462 0.2979 0.0916
H -3.818 -1.111 2.150 -0.2046 -0.1263 -0.0665 0.0654
H -3.631 -0.373 0.614 0.0532 -0.1123 -0.4533 0.0635
H -4.341 -2.023 0.737 -0.1740 0.1925 -0.1416 0.0642
```
Forces are in eV/Å.

Total charge ... 0
SMILES string ... Cc1ccccc1.CCC
Energy ... -10629.0147 eV

=====

# 3
ORCA calculation (ωB97M-V with the def2-TZVPD basis set) on a cluster of 2 separate species, C10H16 in total.

Geometry as XYZ:
```
26
Properties=species:S:1:pos:R:3:forces:R:3:lowdin_charge:R:1
C -2.166 1.562 -2.745 -2.6360 -3.0015 2.1199 -0.0590
C -1.169 0.420 -2.496 -0.2918 1.4323 -2.4415 -0.3085
C -0.623 0.237 -1.238 1.7400 -1.7159 0.1269 -0.0678
C 0.385 -0.696 -0.855 -1.5880 1.8291 -3.4382 -0.0293
C 0.727 -1.503 -1.979 -0.4450 1.0809 1.2134 -0.1184
C 0.209 -1.303 -3.250 -0.4809 -0.0131 -3.7672 -0.0901
C -0.706 -0.229 -3.654 1.2650 -2.3697 3.8476 -0.0190
H -2.488 1.538 -3.785 0.2540 0.6239 0.0566 0.0587
H -1.853 2.483 -2.313 0.2254 0.8883 -0.1549 0.0543
H -3.160 1.230 -2.131 2.0727 0.9986 -1.3522 0.1287
H -0.890 0.961 -0.567 -0.8588 1.6481 1.9839 0.0708
H 0.958 -0.494 0.054 -0.3774 -0.8469 -0.4077 0.0805
H 1.453 -2.228 -1.778 1.0083 -1.2634 -0.3361 0.0729
H 0.539 -1.977 -4.147 -0.3042 1.0699 2.0454 0.1236
H -1.107 -0.010 -4.644 0.4322 -0.3304 0.2729 0.1035
C 1.255 -1.029 4.012 -1.1317 2.3989 -1.2252 -0.0927
C 0.540 -0.283 2.856 -0.1327 -1.4945 -0.4555 -0.3213
C 0.909 1.155 2.810 0.2825 1.4351 -0.3332 -0.1418
H 0.464 -0.983 4.746 0.8791 0.0803 1.2645 0.0717
H 2.190 -0.491 4.124 0.1197 -0.3146 1.0306 0.0675
H 1.396 -2.016 3.748 0.5362 -2.2264 -0.4105 0.0365
H 0.798 -0.705 1.864 -0.2775 -0.1571 0.7856 0.0650
H -0.524 -0.498 3.080 0.2646 0.6038 -0.8778 0.1108
H 1.992 1.355 2.993 -0.8871 -0.1090 -0.1336 0.0934
H 0.584 1.688 1.933 0.5700 -0.4730 -1.6098 0.0535
H 0.290 1.817 3.361 -0.2385 0.2264 2.1958 0.0567
```
Forces are in eV/Å.

Total charge ... 0
SMILES string ... Cc1ccccc1.CCC
Energy ... -10627.1999 eV

=====

# 4
ORCA calculation (ωB97M-V with the def2-TZVPD basis set) on a cluster of 2 separate species, C10H16 in total.

Geometry as XYZ:
```
26
Properties=species:S:1:pos:R:3:forces:R:3:lowdin_charge:R:1
C -2.703 -0.784 -0.274 0.4841 0.1195 -0.3886 -0.0879
C -1.174 -0.722 -0.398 -0.0040 0.3194 0.2109 -0.2216
C -0.634 0.690 -0.425 -0.0377 -0.1931 -0.0775 -0.2469
C -0.789 1.491 -1.559 0.1433 -0.3894 0.0884 -0.0504
C -0.294 2.777 -1.588 0.0157 0.4433 0.0969 -0.0889
C 0.370 3.313 -0.479 -0.3697 -0.3317 -0.5847 -0.0941
C 0.531 2.517 0.638 0.1629 0.1355 0.2918 -0.0896
C 0.036 1.216 0.668 -0.1239 0.3286 0.0650 -0.0578
H -3.034 -0.195 0.580 -0.0629 -0.1662 0.1369 0.0773
H -2.999 -1.828 -0.180 -0.2673 0.0711 0.0897 0.0695
H -3.172 -0.353 -1.159 -0.0785 -0.0751 -0.0224 0.0690
H -0.742 -1.247 0.455 0.0802 -0.0091 -0.0258 0.0829
H -0.824 -1.233 -1.295 -0.1546 -0.1486 -0.0604 0.1094
H -1.259 1.070 -2.442 -0.1065 0.0652 0.0300 0.1138
H -0.452 3.381 -2.473 0.1072 0.0167 0.0072 0.1001
H 0.733 4.330 -0.524 0.0843 -0.0017 0.1334 0.0981
H 1.048 2.925 1.499 -0.0290 -0.1016 0.0367 0.1012
H 0.138 0.625 1.571 0.0892 -0.0596 -0.0235 0.1096
C 2.096 -1.894 0.286 0.0917 -0.0310 -0.2690 -0.1701
C 1.724 -2.611 1.579 -0.0162 0.1302 -0.1863 -0.1626
H 3.104 -2.128 -0.062 -0.0038 -0.0785 0.1165 0.0639
H 1.416 -2.161 -0.525 -0.0096 -0.0785 0.0589 0.0554
H 2.029 -0.814 0.382 0.0671 0.1473 0.1243 0.0482
H 0.787 -2.200 1.956 -0.0741 -0.1488 0.1192 0.0466
H 2.473 -2.486 2.361 0.0407 0.0508 -0.0409 0.0620
H 1.592 -3.679 1.408 -0.0286 -0.0150 0.0732 0.0628
```
Forces are in eV/Å.

Total charge ... 0
SMILES string ... CCc1ccccc1.CC
Energy ... -10629.6260 eV

=====

Energy above the lowest of the compared OMol25 structures with the same formula, charge and spin per entry: 68.4 16.8 58.7 2.7 kcal per mole
Molecular weight per entry: 136.24 136.24 136.24 136.24 u
HOMO level per entry: -8.59 -9.06 -8.99 -9.06 eV